Density functional theory data (ωB97M-V/def2-TZVPD) for a cluster of 3 separate species, C18H42FNO11P2 in total.

## Properties
**SMILES**: CCOP(=O)(OCC)OCC.CCOP(=O)(OCC)OCC.NCCOC(=O)OCCCF
**E_tot**: -2376.1417 Ha
**Kohn-Sham gap**: 10.5 eV
**Highest occupied orbital energy**: -9.986 eV
**Multiplicity**: 1
**Largest force on an atom**: 5.135 eV Å⁻¹

Bonds (Å) are listed after each position.
Cartesian coordinates (Å):
1 N 0.2264 1.8751 1.3061  C2 1.481, H12 1.014, H13 1.013
2 C -0.7310 2.9953 1.1602  N1 1.481, C3 1.524, H14 1.092, H15 1.093
3 C -1.1722 3.2146 -0.2820  C2 1.524, O4 1.426, H16 1.092, H17 1.088
4 O -1.3981 2.0160 -1.0202  C3 1.426, C5 1.345
5 C -2.3841 1.2371 -0.5405  O4 1.345, O6 1.192, O7 1.338
6 O -2.1665 0.3367 0.2091  C5 1.192
7 O -3.6009 1.4998 -1.0304  C5 1.338, C8 1.430
8 C -4.6533 1.5236 -0.0621  O7 1.430, C9 1.541, H18 1.089, H19 1.086
9 C -4.6183 2.8045 0.7946  C8 1.541, C10 1.515, H20 1.091, H21 1.087
10 C -6.0191 3.3257 1.0416  C9 1.515, F11 1.392, H22 1.091, H23 1.091
11 F -6.6214 3.6536 -0.1699  C10 1.392
12 H 1.0129 2.2505 1.8240  N1 1.014
13 H -0.1992 1.2235 1.9549  N1 1.013
14 H -1.5704 2.9311 1.8557  C2 1.092
15 H -0.2052 3.9088 1.4505  C2 1.093
16 H -2.0174 3.9051 -0.3294  C3 1.092
17 H -0.3575 3.7228 -0.7944  C3 1.088
18 H -4.6315 0.6448 0.5806  C8 1.089
19 H -5.6038 1.5003 -0.5878  C8 1.086
20 H -4.1799 2.5582 1.7624  C9 1.091
21 H -4.0310 3.5307 0.2378  C9 1.087
22 H -5.9472 4.2354 1.6391  C10 1.091
23 H -6.6318 2.5846 1.5569  C10 1.091
24 O -1.9389 -4.9400 2.6273  P25 1.471
25 P -2.6240 -5.1822 1.3480  O24 1.471, O26 1.610, O29 1.615, O32 1.611
26 O -3.1650 -3.7860 0.7554  P25 1.610, C27 1.434
27 C -2.2869 -2.6555 0.6712  O26 1.434, C28 1.516, H35 1.092, H36 1.084
28 C -1.3727 -2.7446 -0.5348  C27 1.516, H37 1.095, H38 1.090, H39 1.091
29 O -4.0262 -5.8825 1.7388  P25 1.615, C30 1.426
30 C -4.3088 -6.2862 3.0764  O29 1.426, C31 1.515, H40 1.089, H41 1.091
31 C -5.0553 -5.2045 3.8298  C30 1.515, H42 1.090, H43 1.091, H44 1.091
32 O -2.5330 -6.0466 -0.0087  P25 1.611, C33 1.440
33 C -1.2766 -6.4170 -0.6060  O32 1.440, C34 1.514, H45 1.093, H46 1.090
34 C -0.1874 -6.7127 0.4037  C33 1.514, H47 1.094, H48 1.090, H49 1.091
35 H -1.7041 -2.5531 1.5895  C27 1.092
36 H -2.9190 -1.7792 0.5860  C27 1.084
37 H -0.6384 -3.5471 -0.4095  C28 1.095
38 H -0.8272 -1.8109 -0.6688  C28 1.090
39 H -1.9473 -2.9525 -1.4385  C28 1.091
40 H -3.3950 -6.5697 3.5971  C30 1.089
41 H -4.9284 -7.1818 3.0049  C30 1.091
42 H -4.5463 -4.2445 3.7458  C31 1.090
43 H -5.1461 -5.4614 4.8864  C31 1.091
44 H -6.0572 -5.0749 3.4180  C31 1.091
45 H -0.9609 -5.6329 -1.2990  C33 1.093
46 H -1.4739 -7.3062 -1.2041  C33 1.090
47 H 0.0761 -5.8196 0.9780  C34 1.094
48 H 0.7131 -7.0626 -0.1000  C34 1.090
49 H -0.5135 -7.4765 1.1112  C34 1.091
50 O 5.3270 4.2853 -1.6805  P51 1.471
51 P 5.2932 2.8206 -1.5479  O50 1.471, O52 1.614, O55 1.613, O58 1.609
52 O 4.0496 2.3997 -0.6087  P51 1.614, C53 1.428
53 C 2.7516 2.9362 -0.8653  O52 1.428, C54 1.517, H61 1.094, H62 1.088
54 C 2.0624 2.2057 -2.0022  C53 1.517, H63 1.095, H64 1.089, H65 1.090
55 O 6.5198 2.4475 -0.5687  P51 1.613, C56 1.427
56 C 7.4686 3.4291 -0.1551  O55 1.427, C57 1.515, H66 1.089, H67 1.091
57 C 7.0752 4.0485 1.1701  C56 1.515, H68 1.090, H69 1.091, H70 1.091
58 O 5.4906 1.4535 -2.3740  P51 1.609, C59 1.440
59 C 5.1546 1.3363 -3.7696  O58 1.440, C60 1.514, H71 1.093, H72 1.089
60 C 5.4208 2.5964 -4.5661  C59 1.514, H73 1.094, H74 1.089, H75 1.091
61 H 2.8109 4.0085 -1.0729  C53 1.094
62 H 2.1754 2.8084 0.0486  C53 1.088
63 H 2.5528 2.4256 -2.9561  C54 1.095
64 H 1.0196 2.5083 -2.0879  C54 1.089
65 H 2.0991 1.1285 -1.8421  C54 1.090
66 H 7.5982 4.1906 -0.9230  C56 1.089
67 H 8.4237 2.9114 -0.0523  C56 1.091
68 H 6.0434 4.3989 1.1495  C57 1.090
69 H 7.7258 4.8902 1.4117  C57 1.091
70 H 7.1493 3.3127 1.9721  C57 1.091
71 H 4.1100 1.0297 -3.8652  C59 1.093
72 H 5.7602 0.5196 -4.1611  C59 1.089
73 H 4.7802 3.4193 -4.2351  C60 1.094
74 H 5.2243 2.4259 -5.6241  C60 1.089
75 H 6.4572 2.9163 -4.4484  C60 1.091

Atom charges from the Löwdin analysis, given in e for atoms 1 to 8: 0.024, -0.233, -0.166, 0.025, -0.578, 0.154, 0.054, -0.145